Density functional theory data (the ωB97M-V functional and the def2-TZVPD basis) for an isolated molecule of C24H31F3N2O2.

The geometry in XYZ format:
```
62
Properties=species:S:1:pos:R:3
C -4.92231 -2.15767 -1.24234
H -4.41010 -1.93609 -2.18341
O -5.59670 -1.02922 -0.74226
C -4.84436 0.06988 -0.38936
C -3.48320 0.21357 -0.59094
C -2.83144 1.37626 -0.19484
C -3.55472 2.38761 0.41641
C -4.91623 2.25493 0.62296
C -5.57195 1.10412 0.22107
O -6.91201 0.97504 0.41870
H -7.17354 0.10649 0.08350
H -5.49086 3.03535 1.09525
H -3.04418 3.28136 0.73833
C -1.34768 1.54225 -0.40351
N -0.67311 1.65430 0.87791
C -0.63943 0.39433 1.57838
H -0.16583 -0.41639 1.00153
H -1.66570 0.09375 1.79463
H -0.10512 0.51155 2.51899
C 0.54470 2.43093 0.87131
C 1.70925 1.98088 -0.03954
C 2.61826 3.17488 -0.34855
C 3.81277 2.74025 -1.19332
C 4.55652 1.60728 -0.47903
N 3.70662 0.46969 -0.19123
C 3.39676 -0.37350 -1.32883
H 2.36523 -0.24293 -1.68067
C 3.61813 -1.86272 -0.98207
C 2.56857 -2.37493 -0.04692
C 1.29743 -2.66808 -0.52611
C 0.30399 -3.09220 0.34445
C 0.56154 -3.24750 1.69976
C 1.82955 -2.96243 2.17550
C 2.82060 -2.53028 1.31201
H 3.80314 -2.29736 1.69318
H 2.04162 -3.07680 3.22727
H -0.22026 -3.57736 2.36563
C -1.05215 -3.41700 -0.20425
F -1.39730 -2.62950 -1.24046
F -1.13124 -4.68139 -0.66644
F -2.03679 -3.29185 0.69951
H 1.07654 -2.55941 -1.57811
H 3.59194 -2.43636 -1.91057
H 4.60455 -1.96432 -0.53077
H 4.06471 -0.12261 -2.15622
C 2.55875 0.87128 0.60183
H 1.95479 -0.01403 0.79339
H 2.94084 1.23188 1.56328
H 5.40899 1.26865 -1.07258
H 4.93802 1.97730 0.47840
H 3.46512 2.39027 -2.16850
H 4.48782 3.58190 -1.35729
H 2.05274 3.95024 -0.87121
H 2.97769 3.59957 0.59272
H 1.29040 1.61239 -0.98217
H 0.25825 3.44488 0.56849
H 0.90198 2.48766 1.90375
H -1.16862 2.46554 -0.96142
H -0.96411 0.69627 -1.00113
H -2.91460 -0.57287 -1.06109
H -4.20230 -2.54001 -0.51447
H -5.69198 -2.90775 -1.41856
```

The calculation puts the HOMO-LUMO gap at 8.5005 eV. Its structure (SMILES) is COc1cc(CN(C)C[C@H]2CCCN(CCc3cccc(C(F)(F)F)c3)C2)ccc1O. The calculation puts the largest force on an atom at 0.67 eV Å⁻¹. The LUMO energy comes out at 0.7 eV. The HOMO energy comes out at -7.8 eV.

---

Density functional theory data (the ωB97M-V functional and the def2-TZVPD basis) for an isolated molecule of C4H3N3O in a non-equilibrium geometry.

The geometry in XYZ format:
```
11
Properties=species:S:1:pos:R:3
C -1.46313 -0.20347 -0.10773
C -0.47804 -1.38071 0.31437
C 1.27696 0.54337 -0.58802
C 0.34612 1.31902 0.34807
H -0.81201 -2.17607 0.78394
H 1.78296 1.18708 -1.37359
H 0.56604 2.15461 1.31536
N 0.75584 -1.44885 0.24657
N 1.48026 -0.72929 -0.54388
N -0.84632 0.95929 0.21264
O -2.60868 -0.22496 -0.60775
```

The calculation puts the HOMO-LUMO gap at 8.8451 eV. Its structure (SMILES) is O=c1cnnccn1. The calculation puts the largest force on an atom at 5.06 eV Å⁻¹. The LUMO energy comes out at -0.9 eV. The HOMO energy comes out at -9.7 eV.

---

Density functional theory data (the ωB97M-V functional and the def2-TZVPD basis) for an isolated molecule of C14H12Cl2N2O2 in a non-equilibrium geometry.

The geometry in XYZ format:
```
32
Properties=species:S:1:pos:R:3
C 1.91969 3.45606 -3.28638
C 2.75792 3.06197 -2.09745
O 3.91373 3.40275 -1.97201
N 2.18604 2.29286 -1.12159
C 0.95096 1.72023 -0.89298
C -0.16051 1.71207 -1.68507
C -1.33091 1.05583 -1.24459
C -1.34217 0.42489 -0.04649
N -0.24069 0.40897 0.74807
C 0.93315 1.04052 0.40473
O 1.90718 1.02942 1.14982
C -0.27867 -0.30739 2.01373
C -0.78952 -1.71064 1.84635
C -1.96513 -2.15238 2.45217
C -2.42612 -3.44996 2.29267
C -1.71279 -4.33583 1.50642
C -0.54689 -3.92944 0.88392
C -0.09584 -2.63043 1.05669
Cl 1.36638 -2.14692 0.27395
H 0.01769 -4.61080 0.26848
H -2.06784 -5.34617 1.37877
H -3.33764 -3.75609 2.78060
Cl -2.90128 -1.07801 3.43604
H -0.90372 0.24075 2.72322
H 0.75334 -0.31618 2.38406
H -2.20846 -0.09259 0.33434
H -2.21090 1.05883 -1.86474
H -0.18127 2.19284 -2.64618
H 2.81563 2.09408 -0.33850
H 2.52221 4.09285 -3.92898
H 1.03801 4.00492 -2.96374
H 1.61841 2.57297 -3.84532
```

The calculation puts the HOMO-LUMO gap at 8.5490 eV. Its structure (SMILES) is CC(=O)Nc1cccn(Cc2c(Cl)cccc2Cl)c1=O. The calculation puts the largest force on an atom at 1.00 eV Å⁻¹. The LUMO energy comes out at 0.5 eV. The HOMO energy comes out at -8.0 eV.

---

Ordered energy results: -40619.2319, -10709.4226, -46833.9502; unit eV.
Ordered energy relative to the best compared isomer or geometry (same formula, charge and spin) results: 5.55, 97.50, 0.00; unit kcal per mole.